Below is C16H33CaN5O8P2S4 as an isolated structure, with properties calculated with ωB97M-V/def2-TZVPD.

Results
- Kohn-Sham gap: 8.5 eV
- Molecular weight: 653.8 g mol⁻¹
- E_tot: -4458.80831 Ha
- LUMO energy: 0.353 eV
- Relative energy (zero: lowest compared OMol25 entry of this formula, charge and spin): 0.0 kJ/mol

Element x y z (Å)
Ca: -0.056 0.046 -0.556
C: 3.631 -2.176 -0.511
C: 3.106 -2.157 -1.945
S: 2.420 -0.577 -2.500
C: 3.892 0.460 -2.284
C: 3.708 1.841 -2.901
S: 2.286 2.790 -2.305
C: 2.956 3.668 -0.874
C: 3.605 2.824 0.213
S: 2.480 1.578 0.902
C: 3.738 0.451 1.568
C: 3.173 -0.906 1.966
S: 2.306 -1.829 0.674
H: 4.428 -1.443 -0.390
H: 4.056 -3.159 -0.303
H: 2.284 -2.864 -2.061
H: 3.904 -2.451 -2.629
H: 4.731 -0.043 -2.773
H: 4.107 0.542 -1.222
H: 3.548 1.736 -3.976
H: 4.619 2.431 -2.768
H: 2.090 4.205 -0.483
H: 3.680 4.413 -1.211
H: 3.945 3.481 1.017
H: 4.486 2.317 -0.184
H: 4.204 0.906 2.445
H: 4.520 0.333 0.814
H: 2.411 -0.788 2.736
H: 3.976 -1.518 2.379
O: -4.636 0.518 -1.205
P: -3.061 0.467 -1.487
O: -2.738 -0.201 -2.795
O: -2.389 -0.084 -0.270
O: -2.728 2.033 -1.656
P: -1.182 2.578 -1.696
O: -0.509 1.390 -2.602
O: -1.146 3.902 -2.309
O: -0.575 2.283 -0.338
H: -5.094 1.022 -1.889
H: -1.170 0.896 -3.128
N: -3.830 -5.008 -2.377
C: -3.007 -3.933 -2.337
N: -3.348 -2.851 -3.039
N: -1.924 -4.066 -1.592
C: -1.069 -3.085 -1.522
N: -0.249 -2.271 -1.409
H: -4.554 -5.070 -3.068
H: -3.472 -5.861 -1.985
H: -4.256 -2.821 -3.471
H: -2.911 -1.921 -2.891
O: 0.076 -0.236 1.783
C: -0.773 0.286 2.542
C: -1.085 -0.344 3.884
C: -2.547 -0.831 4.056
C: -3.506 -0.368 2.963
C: -3.756 1.139 2.933
C: -2.471 1.965 3.049
N: -1.368 1.438 2.258
H: -0.852 0.398 4.651
H: -0.386 -1.168 4.008
H: -2.913 -0.507 5.035
H: -2.547 -1.921 4.073
H: -4.461 -0.884 3.086
H: -3.122 -0.673 1.990
H: -4.407 1.431 3.763
H: -4.274 1.389 2.006
H: -2.159 2.019 4.095
H: -2.638 2.989 2.719
H: -1.199 1.848 1.335

Atom charges from the Löwdin analysis, given in e for atoms 1 to 6:
1 Ca 1.182
2 C -0.512
3 C -0.539
4 S 0.842
5 C -0.529
6 C -0.529

***

Below is a 2-piece molecular cluster, C5H9O3 overall, with properties calculated with ωB97M-V/def2-TZVPD.

Results
- Kohn-Sham gap (spin up / spin down): 8.9 / 8.3 eV
- Molecular weight: 117.1 g mol⁻¹
- E_tot: -421.44294 Ha
- Spin multiplicity: 2
- LUMO energy (spin up / spin down): 0.376 / -0.278 eV
- Expectation value of S²: 0.76
- Relative energy (zero: lowest compared OMol25 entry of this formula, charge and spin): 370.1 kJ/mol

Element x y z (Å)
C: -0.011 2.059 1.139
C: -0.369 0.780 0.627
C: 2.102 -1.063 1.457
O: 3.039 -1.865 1.709
C: -0.791 0.267 -0.506
C: -0.634 -1.180 -1.021
O: -1.486 -1.318 -2.152
O: -1.430 1.143 -1.365
H: -0.844 2.508 1.759
H: 0.924 1.936 1.740
H: 0.294 2.684 0.280
H: 1.972 0.083 1.473
H: 1.053 -1.200 0.885
H: 0.453 -1.218 -1.298
H: -0.840 -1.957 -0.239
H: -1.497 -2.256 -2.438
H: -1.936 0.598 -2.051

Atom charges from the Löwdin analysis, given in e for atoms 1 to 6:
1 C -0.120
2 C -0.055
3 C -0.096
4 O -0.035
5 C -0.343
6 C -0.199

***

Below is C19H29BN8OPW as an isolated structure, with properties calculated with ωB97M-V/def2-TZVPD.

Results
- Kohn-Sham gap (spin up / spin down): 6.1 / 6.0 eV
- Charge: +4
- Molecular weight: 611.1 g mol⁻¹
- E_tot: -1686.59918 Ha
- Spin multiplicity: 2
- LUMO energy (spin up / spin down): -14.948 / -15.000 eV
- Expectation value of S²: 0.76
- Relative energy (zero: lowest compared OMol25 entry of this formula, charge and spin): 0.0 kJ/mol

Element x y z (Å)
W: -1.102 -0.009 0.238
C: -3.142 -2.305 -1.751
C: -1.706 -2.109 -2.077
C: -0.907 -2.718 -3.038
C: 0.354 -2.165 -2.905
N: 0.350 -1.239 -1.931
N: -0.939 -1.218 -1.405
B: 1.380 -0.391 -1.084
N: 0.457 0.805 -0.660
C: 0.535 2.015 -1.262
C: -0.495 2.907 -1.471
C: -1.817 2.533 -1.203
C: -3.021 3.248 -1.683
N: -1.923 1.401 -0.491
N: 1.637 -1.093 0.253
C: 2.479 -2.021 0.702
C: 1.879 -2.718 1.744
C: 0.608 -2.201 1.882
C: -0.435 -2.690 2.823
N: 0.457 -1.173 0.967
N: 2.693 -0.073 -1.822
C: 2.863 0.277 -3.202
C: 4.172 0.505 -3.405
C: 4.801 0.297 -2.144
C: 6.197 0.383 -1.761
N: 3.817 -0.065 -1.195
H: -3.771 -1.831 -2.507
H: -3.412 -1.892 -0.774
H: -3.388 -3.366 -1.734
H: -1.209 -3.469 -3.750
H: 1.256 -2.387 -3.458
H: 1.517 2.277 -1.648
H: -0.289 3.839 -1.982
H: -2.929 4.306 -1.420
H: -3.940 2.832 -1.281
H: -3.058 3.206 -2.777
H: 3.458 -2.146 0.267
H: 2.317 -3.516 2.323
H: -0.090 -2.565 3.851
H: -0.568 -3.763 2.671
H: -1.402 -2.211 2.710
H: 2.016 0.308 -3.872
H: 4.661 0.788 -4.325
H: 6.704 1.193 -2.293
H: 6.690 -0.540 -2.124
H: 6.342 0.445 -0.686
C: -0.716 2.061 3.036
P: -2.149 1.015 3.170
C: -2.120 0.127 4.695
C: -3.638 1.947 2.953
O: -2.021 -0.057 1.924
H: -0.682 2.723 3.908
H: -0.773 2.702 2.153
H: 0.201 1.467 3.042
H: -2.160 0.863 5.505
H: -1.204 -0.456 4.788
H: -2.992 -0.526 4.772
H: -3.549 2.879 3.519
H: -4.497 1.388 3.329
H: -3.793 2.179 1.899

Atom charges from the Löwdin analysis, given in e for atoms 1 to 6:
1 W 1.891
2 C 0.026
3 C -0.251
4 C 0.069
5 C 0.030
6 N 0.046

***

Below is a 2-piece molecular cluster, C4H5ClO overall, with properties calculated with ωB97M-V/def2-TZVPD.

Results
- Kohn-Sham gap (spin up / spin down): 9.0 / 7.7 eV
- Molecular weight: 104.5 g mol⁻¹
- E_tot: -690.63650 Ha
- Spin multiplicity: 3
- LUMO energy (spin up / spin down): 0.661 / -1.211 eV
- Expectation value of S²: 2.01
- Relative energy (zero: lowest compared OMol25 entry of this formula, charge and spin): 38.1 kJ/mol

Element x y z (Å)
C: 2.837 -0.244 0.689
C: -0.847 0.394 0.188
C: -0.817 -0.418 1.214
C: -1.617 0.025 -1.093
O: -0.741 -1.053 2.214
Cl: 4.210 -0.856 0.097
H: 2.930 0.845 0.541
H: -0.631 1.431 0.363
H: -2.707 0.026 -1.044
H: -1.264 -0.985 -1.461
H: -1.354 0.833 -1.708

Atom charges from the Löwdin analysis, given in e for atoms 1 to 6:
1 C -0.532
2 C -0.157
3 C -0.202
4 C -0.098
5 O 0.141
6 Cl 0.574

***

Below is C3H4N2S as an isolated structure, with properties calculated with ωB97M-V/def2-TZVPD.

Results
- Kohn-Sham gap: 8.4 eV
- Molecular weight: 100.1 g mol⁻¹
- E_tot: -624.17198 Ha
- LUMO energy: -0.375 eV
- Relative energy (zero: lowest compared OMol25 entry of this formula, charge and spin): 666.4 kJ/mol

Element x y z (Å)
C: 0.330 0.133 -0.327
C: -0.048 0.023 -1.936
C: -0.740 -0.888 0.051
N: 0.387 1.413 0.325
N: 1.240 0.380 0.887
S: -1.367 -0.948 -1.604
H: -0.098 -1.744 0.469
H: -1.642 -0.573 0.622
H: -0.298 1.646 1.078
H: 2.237 0.560 0.435

Atom charges from the Löwdin analysis, given in e for atoms 1 to 6:
1 C -0.597
2 C -0.279
3 C -0.463
4 N -0.022
5 N 0.022
6 S 0.901

***

Below is a 2-piece molecular cluster, C4H12 overall, with properties calculated with ωB97M-V/def2-TZVPD.

Results
- Kohn-Sham gap (spin up / spin down): 2.9 / 12.0 eV
- Charge: -1
- Molecular weight: 60.1 g mol⁻¹
- E_tot: -159.49233 Ha
- Spin multiplicity: 2
- LUMO energy (spin up / spin down): 4.433 / 4.475 eV
- Expectation value of S²: 0.75
- Relative energy (zero: lowest compared OMol25 entry of this formula, charge and spin): 99.3 kJ/mol

Element x y z (Å)
C: -2.012 -0.935 1.236
C: -0.693 -1.053 1.909
H: -2.108 -0.049 0.563
H: -2.250 -1.832 0.752
H: -2.921 -0.696 1.887
H: -0.726 -1.846 2.741
H: 0.096 -1.439 1.257
H: -0.267 -0.180 2.304
C: 1.319 1.685 -1.184
C: 1.354 0.330 -1.959
H: 1.485 2.538 -1.940
H: 0.426 1.751 -0.543
H: 2.276 1.653 -0.495
H: 0.520 -0.442 -1.913
H: 2.284 -0.263 -1.580
H: 1.376 0.639 -3.048

Atom charges from the Löwdin analysis, given in e for atoms 1 to 6:
1 C -0.345
2 C -0.338
3 H 0.036
4 H 0.011
5 H 0.059
6 H 0.066

***

Below is a 2-piece molecular cluster, C4H15N2O overall, with properties calculated with ωB97M-V/def2-TZVPD.

Results
- Kohn-Sham gap: 11.2 eV
- Charge: +1
- Molecular weight: 107.2 g mol⁻¹
- E_tot: -345.90622 Ha
- LUMO energy: -2.679 eV
- Relative energy (zero: lowest compared OMol25 entry of this formula, charge and spin): 103.7 kJ/mol

Element x y z (Å)
C: 0.251 2.297 0.002
C: -0.689 1.347 0.777
C: -0.081 0.032 1.208
C: 1.404 -1.859 0.512
N: 0.401 -0.763 0.063
N: 0.796 1.674 -1.177
H: 0.908 2.739 0.747
H: -0.322 3.282 -0.346
H: -1.081 1.818 1.672
H: -1.582 1.156 0.087
H: -0.622 -0.646 1.841
H: 0.868 0.153 1.691
H: 2.335 -1.351 0.685
H: 1.585 -2.431 -0.374
H: 1.033 -2.285 1.415
H: -0.437 -1.276 -0.390
H: 0.703 -0.045 -0.630
H: 0.156 2.022 -1.896
H: 1.678 2.025 -1.585
H: -2.702 -1.884 -1.146
H: -1.802 -3.093 -1.289
O: -1.800 -2.183 -0.960

Atom charges from the Löwdin analysis, given in e for atoms 1 to 6:
1 C -0.277
2 C -0.162
3 C -0.171
4 C 0.044
5 N -0.041
6 N -0.021

***

Below is an isolated ion of composition C5H9O3Si and charge -1, with properties calculated with ωB97M-V/def2-TZVPD.

Results
- Kohn-Sham gap: 7.2 eV
- Charge: -1
- Molecular weight: 145.2 g mol⁻¹
- E_tot: -711.17540 Ha
- LUMO energy: 3.098 eV
- Relative energy (zero: lowest compared OMol25 entry of this formula, charge and spin): 115.6 kJ/mol

Element x y z (Å)
C: 1.705 -2.060 -0.198
Si: 0.865 -0.462 -0.735
O: -0.586 -0.557 -0.128
C: -1.900 -0.206 -0.064
C: -2.360 1.016 -0.051
C: -1.675 2.385 -0.063
C: -3.969 1.184 -0.124
O: -4.573 0.305 -0.782
O: -4.389 2.242 0.373
H: 1.107 -2.896 -0.481
H: 2.644 -2.350 -0.673
H: 1.806 -2.269 0.806
H: 1.629 0.663 -0.166
H: 0.797 -0.475 -2.245
H: -2.734 -0.961 -0.108
H: -2.468 3.224 0.081
H: -1.089 2.361 -0.937
H: -1.102 2.529 0.795

Atom charges from the Löwdin analysis, given in e for atoms 1 to 6:
1 C -0.234
2 Si 0.479
3 O -0.236
4 C -0.177
5 C -0.171
6 C -0.058